[1]
This record from the Open Molecules 2025 dataset describes a molecular structure, C13H33IN4ORuSi. The level of theory is the ωB97M-V functional and the def2-TZVPD basis.

Computed properties:
- LUMO level (alpha / beta) (eV) = -5.8 / -8.6
- total energy (Eh) = -1490.99715
- orbital gap (alpha / beta) (Ha) = 0.33954 / 0.25249
- HOMO level (alpha / beta) (eV) = -15.1 / -15.5

Geometry as ORCA input:
```
! wB97M-V def2-TZVPD RIJCOSX def2/J DEFGRID3
* xyz 2 5
Ru -0.02 -0.01 -0.38
C -0.79 2.26 -2.33
C 0.20 2.89 -1.35
N 0.99 1.85 -0.62
C 2.29 1.52 -1.27
C 2.87 0.29 -0.60
N 1.90 -0.84 -0.72
C 2.03 -1.63 -1.99
C 0.70 -1.93 -2.67
C -0.29 -2.71 -1.81
N -1.03 -1.82 -0.87
C -2.37 -1.41 -1.40
C -2.92 -0.28 -0.56
N -1.95 0.85 -0.57
C -2.11 1.79 -1.73
H -0.30 1.43 -2.85
H -1.02 2.99 -3.11
H -0.32 3.49 -0.61
H 0.89 3.54 -1.88
H 1.19 2.19 0.32
H 2.98 2.36 -1.22
H 2.08 1.32 -2.33
H 3.03 0.48 0.46
H 3.84 0.03 -1.04
H 2.06 -1.48 0.06
H 2.55 -2.56 -1.76
H 2.66 -1.06 -2.67
H 0.92 -2.50 -3.58
H 0.24 -1.00 -3.01
H 0.23 -3.46 -1.22
H -1.01 -3.23 -2.44
H -1.17 -2.32 0.01
H -3.05 -2.26 -1.41
H -2.22 -1.09 -2.43
H -3.04 -0.60 0.48
H -3.90 0.03 -0.93
H -2.08 1.38 0.29
H -2.70 2.65 -1.39
H -2.69 1.28 -2.50
I 1.48 -3.87 1.59
C -1.77 0.07 3.83
Si -0.02 0.08 3.21
C 0.89 -1.39 3.90
C 0.85 1.64 3.74
O -0.03 0.01 1.53
H -1.74 0.11 4.92
H -2.30 -0.84 3.55
H -2.35 0.93 3.49
H 0.95 -1.30 4.99
H 1.91 -1.48 3.52
H 0.35 -2.32 3.69
H 0.84 1.69 4.83
H 0.36 2.55 3.37
H 1.89 1.67 3.42
*
```

Atom charges from the Löwdin analysis, given in e for atoms 1 to 6:
1. Ru 1.4020
2. C -0.1702
3. C -0.1623
4. N -0.1618
5. C -0.1638
6. C -0.1584


[2]
This record from the Open Molecules 2025 dataset describes a molecular structure, C14H13BClF2IN2O3Pt. The level of theory is the ωB97M-V functional and the def2-TZVPD basis.

Computed properties:
- LUMO level (eV) = -9.5
- total energy (Eh) = -1977.89023
- orbital gap (Ha) = 0.17277
- energy above the lowest of the compared OMol25 structures with the same formula, charge and spin (kcal per mole) = 0.0
- HOMO level (eV) = -14.2

Geometry as ORCA input:
```
! wB97M-V def2-TZVPD RIJCOSX def2/J DEFGRID3
* xyz 2 1
Pt 0.46 -0.30 0.37
Cl 2.25 -6.20 3.45
C 2.30 -4.84 2.48
C 3.41 -4.70 1.64
C 3.52 -3.61 0.82
I 5.10 -3.35 -0.41
C 2.45 -2.57 0.81
O 2.53 -1.58 0.12
C 1.28 -2.77 1.70
N 0.33 -1.83 1.66
C -0.72 -1.97 2.51
C -0.86 -3.04 3.37
C 0.11 -4.03 3.39
C 1.21 -3.89 2.55
H 4.17 -5.46 1.66
H -1.46 -1.18 2.50
H -1.72 -3.10 4.01
H 0.02 -4.88 4.05
F -2.38 -0.21 0.08
B -1.38 0.47 0.72
F -1.65 0.79 2.01
O -1.32 1.92 -0.09
C -0.34 2.05 -0.87
O 0.60 1.24 -0.97
C -0.32 3.26 -1.77
N -1.51 4.14 -1.45
C -2.38 4.21 -2.69
C -1.39 3.99 -3.81
C -0.48 2.90 -3.26
H 0.59 3.84 -1.59
H -1.22 5.07 -1.16
H -2.01 3.70 -0.66
H -2.91 5.16 -2.70
H -3.10 3.40 -2.61
H -0.83 4.91 -4.01
H -1.89 3.70 -4.73
H 0.49 2.85 -3.75
H -0.95 1.92 -3.35
*
```

Atom charges from the Löwdin analysis, given in e for atoms 1 to 6:
1. Pt 1.1267
2. Cl 0.9611
3. C -0.5079
4. C -0.1411
5. C -0.6053
6. I 1.2643


[3]
This record from the Open Molecules 2025 dataset describes a molecular structure, C6H24FN12O6Ti in a non-equilibrium geometry. The level of theory is the ωB97M-V functional and the def2-TZVPD basis.

Computed properties:
- LUMO level (alpha / beta) (eV) = -1.1 / -1.2
- total energy (Eh) = -2300.88288
- orbital gap (alpha / beta) (Ha) = 0.23662 / 0.27424
- energy above the lowest of the compared OMol25 structures with the same formula, charge and spin (kcal per mole) = 142.8
- HOMO level (alpha / beta) (eV) = -7.6 / -8.6

Geometry as ORCA input:
```
! wB97M-V def2-TZVPD RIJCOSX def2/J DEFGRID3
* xyz 0 4
Ti 1.47 1.58 2.80
F 1.04 0.06 0.66
C 2.87 2.59 -1.63
O 3.62 3.51 -1.69
N 2.89 1.51 -2.45
N 2.07 2.36 -0.62
H 3.49 1.44 -3.26
H 2.38 0.70 -2.14
H 2.04 3.10 0.07
H 1.66 1.49 -0.31
C -2.94 -0.81 0.61
O -3.29 0.08 -0.11
N -3.65 -1.59 1.31
N -1.70 -1.18 0.64
H -4.63 -1.36 1.27
H -3.17 -2.30 1.86
H -0.91 -0.61 0.38
H -1.52 -2.11 0.99
C -0.71 2.99 1.81
O 0.36 3.32 1.29
N -1.62 3.81 2.26
N -0.96 1.75 2.09
H -2.34 3.50 2.90
H -1.57 4.80 2.08
H -1.86 1.49 2.46
H -0.44 0.98 1.70
C 1.51 -2.28 -2.14
O 1.70 -3.18 -2.92
N 2.28 -1.88 -1.11
N 0.48 -1.58 -2.13
H 3.18 -2.32 -1.02
H 2.12 -1.07 -0.52
H 0.42 -0.97 -1.33
H -0.27 -1.68 -2.80
C -1.05 2.37 -2.36
O -0.27 3.25 -2.70
N -2.02 2.00 -3.11
N -0.93 1.62 -1.34
H -2.46 1.09 -3.07
H -2.17 2.49 -3.98
H -1.86 1.33 -1.06
H -0.14 1.84 -0.75
C 0.26 -3.97 2.16
O -0.90 -3.58 2.29
N 0.89 -4.93 2.68
N 1.16 -3.26 1.55
H 1.82 -4.89 2.30
H 0.59 -5.50 3.46
H 1.04 -2.25 1.51
H 2.03 -3.75 1.44
*
```

Atom charges from the Löwdin analysis, given in e for atoms 1 to 6:
1. Ti 0.8358
2. F -0.5259
3. C -0.7580
4. O 0.0628
5. N 0.1666
6. N 0.1332


[4]
This record from the Open Molecules 2025 dataset describes 2 unconnected molecules or ions with the total composition C7H15NO. The level of theory is the ωB97M-V functional and the def2-TZVPD basis.

Computed properties:
- LUMO level (eV) = 0.9
- total energy (Eh) = -405.61364
- orbital gap (Ha) = 0.34695
- energy above the lowest of the compared OMol25 structures with the same formula, charge and spin (kcal per mole) = 77.6
- HOMO level (eV) = -8.6

Geometry as ORCA input:
```
! wB97M-V def2-TZVPD RIJCOSX def2/J DEFGRID3
* xyz 0 1
C -2.04 0.03 0.64
C -1.14 -0.70 1.64
C -2.74 -0.96 -0.28
O -1.32 0.94 -0.17
H -0.49 1.17 0.26
H -2.80 0.60 1.20
H -0.40 -1.28 1.11
H -3.41 -1.61 0.28
H -1.74 -1.36 2.26
H -0.64 0.01 2.29
H -3.31 -0.42 -1.03
H -2.00 -1.57 -0.79
C 2.49 0.31 0.65
C 1.98 1.68 -1.29
N 1.54 0.63 -0.40
C 1.00 -0.44 -1.02
C 0.53 -1.40 -1.56
H 2.05 -0.44 1.31
H 2.88 1.41 -1.87
H 3.44 -0.09 0.26
H 2.70 1.21 1.23
H 2.20 2.58 -0.71
H 1.17 1.91 -1.99
H 0.07 -2.21 -2.02
*
```

Atom charges from the Löwdin analysis, given in e for atoms 1 to 6:
1. C -0.4918
2. C -0.0596
3. C -0.0531
4. O -0.0662
5. H 0.0570
6. H 0.1316